ORCA calculation (ωB97M-V/def2-TZVPD) on C18H32BF9I2NO9P3 as an isolated structure.

Values from the calculation:
Molar mass: 934.98 g mol⁻¹
Orbital gap: 6.39 eV
Highest occupied orbital energy: -6.6 eV

CARTESIAN COORDINATES (ANGSTROEM)
C -1.52 -1.97 -2.99
C -1.94 -1.02 -1.89
I -3.90 -1.38 -1.23
C -1.17 -0.05 -1.39
I -1.87 1.28 0.10
P 0.64 0.25 -1.78
N 1.50 1.29 -0.71
B 1.55 -0.24 -3.41
O 2.76 0.37 -3.56
O 1.04 -1.07 -4.38
P 1.22 -1.67 -0.69
C 3.02 -1.53 -0.40
C 0.45 -1.72 1.00
P -0.06 2.18 -2.92
C -0.52 1.56 -4.58
O 1.30 3.05 -3.32
H -1.48 -1.43 -3.93
H -0.56 -2.42 -2.76
H -2.26 -2.75 -3.11
H 1.60 0.83 0.19
H 0.98 2.15 -0.57
H 3.08 0.27 -4.46
H 0.91 -0.64 -5.23
H 3.47 -0.83 -1.10
H 3.51 -2.50 -0.49
H 3.24 -1.16 0.60
H -0.47 -2.30 0.96
H 0.22 -0.72 1.36
H 1.14 -2.17 1.70
H -1.19 2.30 -5.02
H -1.07 0.62 -4.50
H 0.33 1.47 -5.25
H 1.43 3.69 -2.61
C -4.45 -3.23 2.41
C -4.32 -1.79 2.83
O -5.45 -1.38 3.64
C -5.40 -1.70 4.92
O -4.53 -2.28 5.49
C -6.65 -1.16 5.63
F -7.76 -1.40 4.93
F -6.54 0.16 5.79
F -6.78 -1.72 6.83
H -5.40 -3.40 1.90
H -3.64 -3.50 1.74
H -4.42 -3.90 3.27
H -4.33 -1.13 1.97
H -3.40 -1.61 3.38
C -4.21 8.24 -0.27
C -3.07 7.58 0.47
O -2.38 6.63 -0.37
C -1.48 7.13 -1.19
O -1.17 8.27 -1.33
C -0.83 5.98 -1.99
F -1.73 5.11 -2.42
F 0.04 5.32 -1.19
F -0.15 6.45 -3.02
H -4.89 7.49 -0.66
H -4.76 8.90 0.40
H -3.84 8.84 -1.11
H -3.43 7.00 1.32
H -2.35 8.32 0.85
C 8.45 -4.03 2.06
C 7.85 -4.94 1.01
O 6.60 -5.49 1.46
C 5.54 -4.72 1.31
O 5.50 -3.62 0.85
C 4.28 -5.46 1.80
F 4.49 -6.07 2.96
F 3.93 -6.39 0.90
F 3.27 -4.62 1.95
H 8.56 -4.55 3.00
H 9.43 -3.68 1.73
H 7.82 -3.16 2.22
H 8.49 -5.80 0.83
H 7.70 -4.43 0.06

Mulliken population analysis, charges in e, atoms 1 to 6: -1.038 0.306 0.039 -0.210 0.056 -0.286